2 unconnected molecules or ions with the total composition C3H6O3 in a non-equilibrium geometry, computed with ωB97M-V with the def2-TZVPD basis set.

The geometry in ORCA input format:
```
! wB97M-V def2-TZVPD RIJCOSX def2/J DEFGRID3
* xyz 0 1
C -0.64043 -2.25198 1.12293
C 0.27546 -1.29416 1.05155
O 0.51661 -0.55873 -0.10439
H -0.62796 -3.05456 1.84532
H -1.49428 -2.17785 0.46495
H 1.16237 -1.28875 1.67079
H 0.09050 -1.04602 -0.82179
O 0.77727 1.98702 -2.14314
C 0.21551 2.64419 -1.30831
O -0.41849 2.11052 -0.26081
H 0.21891 3.73554 -1.33792
H -0.07545 1.19478 -0.17919
*
```

Values from the calculation:
Structure (SMILES)   C=CO.O=CO
Gap between HOMO and LUMO   10.6409 eV
LUMO energy   0.76 eV
Total energy   -343.59567 a.u.


A single C3H6O3 molecule, computed with ωB97M-V with the def2-TZVPD basis set.

The geometry in ORCA input format:
```
! wB97M-V def2-TZVPD RIJCOSX def2/J DEFGRID3
* xyz 0 1
C -1.77430 -0.48095 -0.94473
O -0.92033 0.40845 -0.21964
C 0.17524 -0.14302 0.30313
O 0.36180 -1.33265 0.42635
C 1.21447 0.89839 0.66328
O 2.46220 0.29805 0.84864
H -1.16753 -1.11527 -1.59562
H -2.36365 -1.11106 -0.27556
H -2.42180 0.16547 -1.53630
H 1.25575 1.61838 -0.16249
H 0.88249 1.44806 1.55761
H 2.29566 -0.65384 0.93534
*
```

Values from the calculation:
Structure (SMILES)   COC(=O)CO
Gap between HOMO and LUMO   11.3935 eV
LUMO energy   0.79 eV
Total energy   -343.62614 a.u.


A single C3H6O3 molecule in a non-equilibrium geometry, computed with ωB97M-V with the def2-TZVPD basis set.

The geometry in ORCA input format:
```
! wB97M-V def2-TZVPD RIJCOSX def2/J DEFGRID3
* xyz 0 1
O -1.28357 1.11199 0.37844
C -0.88261 -0.10926 0.22774
O -1.21875 -0.78187 -0.87406
C 0.30036 -0.48817 0.98792
C 1.44263 -0.41422 0.03502
O 1.35514 0.68177 -0.74198
H -1.97892 -0.28924 -1.03589
H 0.01238 -1.52012 1.60028
H 0.12790 0.19439 1.94191
H 1.55441 -1.34800 -0.59974
H 2.25007 -0.56828 0.69808
H 2.04938 1.50600 -0.20798
*
```

Values from the calculation:
Structure (SMILES)   O=C(O)CCO
Gap between HOMO and LUMO   10.4324 eV
LUMO energy   0.42 eV
Total energy   -343.53412 a.u.


A single C3H6O3 molecule, computed with ωB97M-V with the def2-TZVPD basis set.

The geometry in ORCA input format:
```
! wB97M-V def2-TZVPD RIJCOSX def2/J DEFGRID3
* xyz 0 1
O 0.81878 -1.61281 0.91153
C -0.31512 -1.74409 0.51295
O -1.12314 -0.84052 -0.01371
C -0.83221 0.57727 -0.11464
C 0.55247 0.98202 -0.58753
O 1.54204 0.92564 0.39467
H -0.84463 -2.70407 0.53252
H -1.58068 0.91467 -0.83573
H -1.04396 1.04049 0.85346
H 0.80888 0.41847 -1.50102
H 0.45552 2.03617 -0.87157
H 1.56205 0.00677 0.71905
*
```

Values from the calculation:
Structure (SMILES)   O=COCCO
Gap between HOMO and LUMO   11.0832 eV
LUMO energy   0.81 eV
Total energy   -343.61921 a.u.


A molecular structure, C3H6O3 in a non-equilibrium geometry, computed with ωB97M-V with the def2-TZVPD basis set.

The geometry in ORCA input format:
```
! wB97M-V def2-TZVPD RIJCOSX def2/J DEFGRID3
* xyz 0 1
C -0.82046 0.91344 0.38104
C -0.45315 -0.14239 -0.60753
C 1.06921 -0.50610 -0.12002
H -1.95416 1.01348 0.36809
H -0.48754 1.80007 0.47676
H -1.01409 0.58453 1.21280
H -0.16866 0.08852 -1.46855
H -1.33338 -1.70559 0.61575
H 2.95940 0.22795 -0.34764
O -1.08947 -1.34663 -0.56242
O 1.92045 0.44104 -0.52034
O 1.37183 -1.36830 0.57206
*
```

Values from the calculation:
Gap between HOMO and LUMO   10.0060 eV
LUMO energy   0.50 eV
Total energy   -343.47483 a.u.


2 unconnected molecules or ions with the total composition C3H6O3 in a non-equilibrium geometry, computed with ωB97M-V with the def2-TZVPD basis set.

The geometry in ORCA input format:
```
! wB97M-V def2-TZVPD RIJCOSX def2/J DEFGRID3
* xyz 0 1
O 2.38392 0.53521 0.36662
C 1.26678 0.59837 -0.00634
C 0.39135 1.22089 -0.98530
C -0.23754 0.99137 0.40457
H 0.09308 0.58972 -1.81205
H 0.57125 2.24586 -1.29024
H -1.07085 0.30212 0.37511
H -0.34668 1.85271 1.04782
O -0.67525 -2.21033 1.17190
O -0.85531 -1.98310 -0.22884
H -0.59991 -1.26469 1.54222
H -0.92083 -2.87812 -0.58545
*
```

Values from the calculation:
Structure (SMILES)   O=C1CC1.OO
Gap between HOMO and LUMO   9.7922 eV
LUMO energy   0.70 eV
Total energy   -343.43735 a.u.


A single C3H6O3 molecule in a non-equilibrium geometry, computed with ωB97M-V with the def2-TZVPD basis set.

The geometry in ORCA input format:
```
! wB97M-V def2-TZVPD RIJCOSX def2/J DEFGRID3
* xyz 0 1
C 0.94792 -0.32810 0.91196
C -0.04412 -0.17401 -0.17694
O -1.00539 -1.19925 0.01435
O 0.45837 -0.18645 -1.60234
C -0.90318 1.09193 -0.04251
O -1.25765 1.64697 -1.03733
H 1.45766 0.59108 1.16051
H 0.41535 -0.72703 1.88213
H 1.77932 -1.03543 0.48395
H -0.64389 -1.73480 -0.64858
H 0.07935 0.64995 -1.89705
H -1.28374 1.40513 0.95184
*
```

Values from the calculation:
Structure (SMILES)   CC(O)(O)C=O
Gap between HOMO and LUMO   11.1184 eV
LUMO energy   0.73 eV
Total energy   -343.58464 a.u.


2 unconnected molecules or ions with the total composition C3H6O3, computed with ωB97M-V with the def2-TZVPD basis set.

The geometry in ORCA input format:
```
! wB97M-V def2-TZVPD RIJCOSX def2/J DEFGRID3
* xyz 0 1
O -0.25593 0.64009 -2.83526
C 0.56707 1.29543 -2.33526
O 1.42790 1.94204 -1.88297
C 0.07714 -0.98019 1.43435
C -0.63734 -0.36792 0.24197
O -0.41778 1.03242 0.14207
H -0.17365 -2.04053 1.54064
H -0.20331 -0.45965 2.35552
H 1.16576 -0.90756 1.31384
H -0.33094 -0.87316 -0.68658
H -1.72054 -0.49313 0.33354
H 0.50163 1.21216 0.37814
*
```

Values from the calculation:
Structure (SMILES)   O=C=O.CCO
Gap between HOMO and LUMO   11.2333 eV
LUMO energy   0.65 eV
Total energy   -343.65355 a.u.


Q: Number 2 is which compound?
A: C3H6O3